The following is a DFT calculation (ωB97M-V/def2-TZVPD) of a single C4H9NO2 molecule.

Structure (SMILES): CCNC(=O)OC
Lowest unoccupied orbital energy in eV: 0.91
M in g/mol: 103.121
Gap between HOMO and LUMO in eV: 10.69
F_max in eV Å⁻¹: 0.5
E_HOMO in eV: -9.78
Charge: 0
Energy relative to the best compared isomer or geometry (same formula, charge and spin) in kJ/mol: 44.7

Element x y z (Å)
C (1.92320, -1.07290, 0.90295)
C (1.81952, 0.31089, 0.26686)
N (0.66578, 0.43862, -0.60340)
C (-0.59838, 0.58366, -0.11134)
O (-0.91244, 1.00231, 0.98265)
O (-1.46991, 0.19878, -1.07422)
C (-2.84513, 0.30565, -0.74328)
H (1.92445, -1.85331, 0.13274)
H (2.84519, -1.17081, 1.48509)
H (1.07246, -1.25024, 1.56890)
H (1.75437, 1.08734, 1.03324)
H (2.70368, 0.52265, -0.34390)
H (0.69064, -0.08049, -1.46822)
H (-3.38028, 0.17061, -1.68417)
H (-3.13143, -0.47645, -0.03376)
H (-3.06173, 1.28369, -0.31014)

The following is a DFT calculation (ωB97M-V/def2-TZVPD) of 6 unconnected molecules or ions with the total composition C14H41BrN7O5 in a non-equilibrium geometry.

Lowest unoccupied orbital energy in eV: 2.59
M in g/mol: 467.430
Gap between HOMO and LUMO in eV: 8.21
F_max in eV Å⁻¹: 1.2
E_HOMO in eV: -5.62
Charge: -1
Energy relative to the best compared isomer or geometry (same formula, charge and spin) in kJ/mol: 24.2

Element x y z (Å)
Br (17.48005, -23.10778, -0.86845)
C (19.18348, -19.40950, -3.00748)
O (19.91152, -19.40279, -2.03908)
N (19.36862, -18.50651, -4.04155)
N (18.14521, -20.27333, -3.20536)
H (20.13922, -17.87086, -3.98887)
H (18.75743, -18.49407, -4.83613)
H (17.91951, -21.01748, -2.55728)
H (17.51507, -20.06986, -3.95895)
C (14.05148, -24.99047, 0.96458)
O (13.28816, -25.75104, 1.55468)
N (13.71214, -23.72210, 0.59689)
N (15.35238, -25.31826, 0.70669)
H (12.75041, -23.45632, 0.52056)
H (14.41369, -23.18357, 0.11702)
H (15.95408, -24.75083, 0.11509)
H (15.67867, -26.15996, 1.14027)
C (13.60262, -20.42004, -3.89560)
C (14.51248, -20.61173, -2.68722)
C (14.15856, -19.68242, -1.54126)
O (14.08376, -18.30298, -1.90139)
C (15.34554, -17.69953, -2.16041)
N (14.41054, -21.99473, -2.19041)
H (13.83633, -19.50206, -4.43426)
H (12.53271, -20.40291, -3.65916)
H (13.66497, -21.27469, -4.57726)
H (15.52102, -20.38636, -3.05982)
H (14.88618, -19.79955, -0.72698)
H (13.16668, -19.93485, -1.16771)
H (16.07667, -18.44324, -2.49130)
H (15.72129, -17.21215, -1.26091)
H (15.21968, -17.03942, -3.01948)
H (14.52601, -22.57280, -3.02075)
H (15.27707, -22.20906, -1.68640)
C (20.73747, -23.56135, 1.64039)
C (21.65173, -23.33485, 0.44803)
C (21.83007, -24.65774, -0.31856)
O (22.55923, -24.41756, -1.51646)
C (23.07741, -25.58750, -2.08431)
N (21.06642, -22.30116, -0.42690)
H (20.58804, -22.61946, 2.16336)
H (21.19088, -24.32110, 2.28767)
H (19.76813, -23.97305, 1.35016)
H (22.61276, -22.95202, 0.80244)
H (20.82005, -24.97086, -0.61094)
H (22.39955, -25.37281, 0.29002)
H (23.85845, -26.01159, -1.44661)
H (23.48467, -25.36404, -3.07227)
H (22.27161, -26.30469, -2.29674)
H (20.13669, -22.64574, -0.68656)
H (21.56178, -22.36978, -1.31460)
C (17.39343, -18.96168, 2.85686)
C (17.51290, -19.23193, 1.35470)
C (17.86529, -17.98603, 0.55784)
O (19.12684, -17.45140, 0.91506)
C (19.08842, -16.22840, 1.59454)
N (18.37796, -20.36638, 1.06758)
H (18.39803, -18.76251, 3.23984)
H (17.01127, -19.89148, 3.28030)
H (16.72677, -18.13136, 3.07765)
H (16.47019, -19.45171, 1.03729)
H (17.04109, -17.26605, 0.69832)
H (17.87625, -18.13308, -0.52770)
H (18.89832, -15.36818, 0.93348)
H (20.07475, -16.08958, 2.03879)
H (18.31281, -16.20790, 2.36993)
H (18.18058, -21.07486, 1.77082)
H (18.04805, -20.82014, 0.21369)

The following is a DFT calculation (ωB97M-V/def2-TZVPD) of a molecular structure, C6H8 in a non-equilibrium geometry.

Lowest unoccupied orbital energy in eV: 0.19
M in g/mol: 80.130
Gap between HOMO and LUMO in eV: 8.41
F_max in eV Å⁻¹: 2.3
E_HOMO in eV: -8.21
Charge: 0
Energy relative to the best compared isomer or geometry (same formula, charge and spin) in kJ/mol: 517.7

Element x y z (Å)
C (-1.49283, 1.18665, -0.01069)
C (-0.74542, -0.04325, 0.46496)
C (-0.47260, -1.21848, -0.50319)
C (0.56288, -0.26502, -0.14478)
C (1.59387, 0.38283, -0.76794)
C (2.42244, 0.01729, 0.25556)
H (-1.22054, 1.43006, -1.04426)
H (-1.26003, 2.05320, 0.61600)
H (-2.57395, 1.00973, 0.03070)
H (-0.94682, -0.34536, 1.48753)
H (-0.79843, -1.14765, -1.53771)
H (-0.50507, -2.21440, -0.07115)
H (1.97962, -0.57322, 1.11012)
H (3.45688, -0.27239, 0.11487)

The following is a DFT calculation (ωB97M-V/def2-TZVPD) of a molecular structure, C17H15Br2N2PdSSe.

Lowest unoccupied orbital energy in eV: 2.64
M in g/mol: 624.576
Gap between HOMO and LUMO in eV: 5.77
F_max in eV Å⁻¹: 1.0
E_HOMO in eV: -3.13
Charge: -1

Element x y z (Å)
Pd (1.61026, -0.96940, -1.37351)
Br (0.61531, 1.44453, -0.42741)
C (0.92233, 0.41292, 1.20626)
Br (2.68218, -0.44781, 1.16629)
H (0.17125, -0.37609, 1.22100)
H (0.87830, 1.06845, 2.07090)
Se (3.44718, -0.20294, -2.76200)
C (2.38696, 1.09884, -3.66834)
C (1.03896, 0.84541, -3.92249)
C (0.25744, 1.76884, -4.58609)
C (0.80042, 2.97292, -5.00724)
C (2.13859, 3.23520, -4.75394)
C (2.92844, 2.30775, -4.10258)
H (0.61483, -0.11158, -3.61460)
H (-0.78828, 1.55359, -4.76554)
H (0.17900, 3.69250, -5.52658)
H (2.56609, 4.18162, -5.05881)
H (3.97712, 2.50945, -3.93162)
S (1.61023, -5.53186, -2.92001)
C (1.09141, -4.11829, -1.94952)
C (1.18022, -4.15981, -0.55542)
C (0.68771, -3.08483, 0.15342)
N (0.01234, -2.05383, -0.39149)
C (-0.09483, -2.03797, -1.74175)
C (0.48177, -3.03705, -2.56081)
C (3.23775, -4.99798, -3.45377)
C (3.44423, -4.57212, -4.75679)
C (4.73944, -4.25308, -5.13504)
N (5.78487, -4.34681, -4.33133)
C (5.56946, -4.73099, -3.08448)
C (4.31940, -5.06832, -2.58947)
H (1.61771, -5.00543, -0.04652)
H (0.76020, -3.07351, 1.23892)
H (-0.84895, -1.34761, -2.13797)
H (0.40294, -2.97603, -3.63941)
H (2.62957, -4.50866, -5.46088)
H (4.95177, -3.92530, -6.14458)
H (6.44670, -4.80015, -2.45049)
H (4.19312, -5.40332, -1.57026)

The following is a DFT calculation (ωB97M-V/def2-TZVPD) of a molecular structure, C23H20NO5Pt.

Multiplicity: 3
Lowest unoccupied orbital energy (spin up / spin down) in eV: 2.62 / 2.15
M in g/mol: 585.493
Gap between HOMO and LUMO (spin up / spin down) in eV: 7.18 / 7.54
F_max in eV Å⁻¹: 0.8
E_HOMO (spin up / spin down) in eV: -4.56 / -5.38
⟨S²⟩: 2.0068
Charge: -1
Energy relative to the best compared isomer or geometry (same formula, charge and spin) in kJ/mol: 6.4

Element x y z (Å)
Pt (-0.17097, -0.37114, -0.60714)
O (0.24476, 3.82897, -1.41800)
C (-0.11094, 2.66249, -1.26090)
O (0.57800, 1.59707, -1.45703)
C (-1.52479, 2.38728, -0.82393)
C (-2.48032, 3.37275, -0.70124)
C (-3.77871, 2.98992, -0.39183)
C (-4.08052, 1.64281, -0.25216)
C (-3.06568, 0.71038, -0.39355)
N (-1.81595, 1.09827, -0.63945)
C (-3.31680, -0.78937, -0.36446)
O (-4.45549, -1.15471, -0.05931)
O (-2.30692, -1.48292, -0.70210)
H (-2.18427, 4.40136, -0.86091)
H (-4.55667, 3.73892, -0.28571)
H (-5.07682, 1.27450, -0.04890)
C (0.80377, 5.53583, 3.97368)
C (1.28260, 4.42431, 3.07659)
C (2.10188, 4.68393, 1.98982)
C (2.50421, 3.67254, 1.12455)
C (3.34680, 4.04992, -0.07253)
C (2.08378, 2.35589, 1.37325)
C (2.46196, 1.31042, 0.39960)
O (2.08128, 0.16421, 0.43842)
C (1.26152, 2.06758, 2.47734)
C (0.77327, 0.67664, 2.79706)
C (0.88164, 3.11242, 3.30810)
H (1.29994, 6.47879, 3.73716)
H (0.98794, 5.30334, 5.02552)
H (-0.27357, 5.68452, 3.85532)
H (2.41418, 5.70416, 1.78810)
H (3.60278, 5.10793, -0.02163)
H (2.78990, 3.88645, -0.99742)
H (4.27653, 3.48068, -0.12033)
H (3.14970, 1.61622, -0.39900)
H (1.59424, -0.04021, 2.83161)
H (0.09512, 0.30371, 2.03854)
H (0.25649, 0.67709, 3.75764)
H (0.24259, 2.89338, 4.15863)
C (1.57336, -4.85649, 0.27672)
C (0.29765, -4.50537, 0.70361)
C (-0.22346, -3.24096, 0.43089)
C (0.52768, -2.28091, -0.25709)
C (1.81520, -2.65105, -0.66786)
C (2.32865, -3.92119, -0.41968)
H (1.97301, -5.84298, 0.48204)
H (-0.31102, -5.22621, 1.24310)
H (-1.23486, -3.00851, 0.73280)
H (2.43574, -1.93214, -1.18826)
H (3.32678, -4.17523, -0.76455)